A structure of composition C5H10O2, computed with ωB97M-V/def2-TZVPD.

The value obtained for the energy relative to the best compared isomer or geometry (same formula, charge and spin) is 127.70 kcal/mol. The value obtained for the HOMO energy is -0.2990 Eh. The calculation puts the maximum force at 0.722 eV/Å. Its net charge is 0.

```
17
C5H10O2 | OMol25 | ωB97M-V/def2-TZVPD
C 2.01458 1.28430 -0.35433
O 0.65963 0.96596 -0.15737
C 0.37965 -0.39449 -0.46077
C 0.85102 -1.47993 0.48984
O -0.89847 -1.32413 1.13656
C -1.09198 -0.68336 -0.17688
C -2.03211 0.48379 -0.01339
H 2.67789 0.70822 0.31069
H 2.32784 1.10199 -1.39627
H 2.13312 2.34748 -0.13082
H 0.67210 -0.59403 -1.50472
H 1.36424 -1.00710 1.34434
H -0.95832 -2.28860 1.02502
H -1.48557 -1.42022 -0.88499
H -2.13663 1.00763 -0.96822
H -3.01858 0.13253 0.30838
H -1.63674 1.18581 0.72359
```

---

A structure of composition C23H23ClN3O6S2Sc at a distorted geometry, computed with ωB97M-V/def2-TZVPD.

The value obtained for the energy relative to the best compared isomer or geometry (same formula, charge and spin) is 45.89 kcal/mol. The value obtained for the HOMO energy is -0.3144 Eh. The calculation puts the maximum force at 1.619 eV/Å. Its net charge is 0.

```
59
C23H23ClN3O6S2Sc | OMol25 | ωB97M-V/def2-TZVPD
Sc -0.95832 0.48465 0.97297
Cl -4.90293 5.85505 -2.28134
C -4.23291 4.49642 -1.44581
C -5.08557 3.43913 -1.06749
C -4.58647 2.32688 -0.45800
C -3.19386 2.19015 -0.17997
O -2.73512 1.12407 0.35114
C -2.35237 3.31117 -0.52071
C -0.97999 3.28567 -0.17459
O -0.37490 2.34458 0.37734
C -2.89783 4.44299 -1.17055
H -6.14060 3.52238 -1.27922
H -5.22309 1.50388 -0.16817
H -0.39041 4.19180 -0.40520
H -2.23785 5.25481 -1.44155
C 6.04505 -2.20933 -0.68757
C 5.21303 -1.69221 0.43087
C 5.58903 -1.69657 1.74795
C 4.67017 -1.19705 2.70333
N 3.50356 -0.70330 2.36276
C 3.15080 -0.64405 1.07803
S 1.78461 0.09242 0.47207
N 4.00512 -1.18326 0.12757
C 5.02681 -1.22608 4.14954
H 7.01188 -2.54088 -0.32184
H 6.19518 -1.43026 -1.43396
H 5.54254 -3.04748 -1.16972
H 6.54667 -2.08463 2.05639
H 3.67163 -1.14851 -0.82838
H 6.04728 -1.57383 4.28968
H 4.34753 -1.89094 4.68089
H 4.91616 -0.23559 4.58698
O -0.77046 -3.79658 -3.73031
S -1.77399 -2.95716 -3.13320
O -3.14347 -3.32407 -3.34480
N -1.46918 -2.73279 -1.52502
C -1.10241 -1.52154 -1.27468
O -0.85201 -1.07454 -0.10801
C -1.01447 -0.61578 -2.47126
C -0.57753 0.69971 -2.51232
C -0.64216 1.37815 -3.72086
C -1.14897 0.75566 -4.85489
C -1.56054 -0.57399 -4.81957
C -1.46781 -1.24057 -3.61935
H -0.16819 1.16101 -1.61825
H -0.29864 2.40039 -3.79372
H -1.21118 1.31148 -5.77796
H -1.95134 -1.06927 -5.69630
C -2.87370 -0.91051 3.10841
C -1.44198 -0.54841 3.54950
C -0.52698 -1.78065 3.43313
O -0.94713 0.49169 2.77684
H -3.29905 -1.66725 3.76386
H -2.85128 -1.29830 2.08028
H -3.50258 -0.01898 3.13708
H -1.46612 -0.21051 4.60682
H -0.54242 -2.14479 2.39866
H -0.86631 -2.57108 4.09865
H 0.49509 -1.50343 3.69380
```

---

The molecule C25H30N2O3 at a distorted geometry, computed with ωB97M-V/def2-TZVPD.

The value obtained for the energy relative to the best compared isomer or geometry (same formula, charge and spin) is 59.83 kcal/mol. The value obtained for the HOMO energy is -0.3053 Eh. The calculation puts the maximum force at 1.185 eV/Å. Its net charge is 0.

```
60
C25H30N2O3 | OMol25 | ωB97M-V/def2-TZVPD
C -2.94613 2.62324 -4.33972
H -3.09416 1.78726 -3.64802
O -2.19589 2.23773 -5.46459
C -0.92297 1.78519 -5.27629
C -0.29916 1.66940 -4.04205
C 1.00868 1.19260 -3.96251
C 1.68785 0.83004 -5.12181
C 1.06171 0.94813 -6.34931
C -0.23210 1.42208 -6.43360
H -0.73489 1.52133 -7.38254
H 1.58625 0.66924 -7.25096
H 2.69717 0.46215 -5.03741
C 1.66998 1.07361 -2.67115
N 2.84375 0.49259 -2.54992
O 3.19308 0.54154 -1.24508
C 2.22785 1.16404 -0.54675
C 1.22662 1.52833 -1.39802
H 0.32416 2.03590 -1.13640
C 2.39732 1.30912 0.92106
H 3.42744 1.06964 1.18190
H 2.17612 2.33824 1.20840
C 1.43452 0.38540 1.69927
C 1.62975 -1.07853 1.27813
C 0.79897 -2.02058 2.14937
N 1.15826 -1.84856 3.53894
C 0.89492 -0.50631 4.00541
C 1.72702 0.49482 3.20463
H 2.78401 0.28922 3.37269
H 1.50573 1.50815 3.54395
H -0.17443 -0.23546 3.92713
H 1.18087 -0.44702 5.05868
C 0.80277 -2.91002 4.45270
C -0.58108 -2.90708 5.13612
H -0.73585 -1.94591 5.62642
H -0.52377 -3.66339 5.92295
C -1.79112 -3.24524 4.25274
C -2.35090 -2.09190 3.46743
C -2.56459 -2.20320 2.09736
C -3.05864 -1.13732 1.36358
C -3.34954 0.06180 1.99088
C -3.17077 0.17606 3.35957
C -2.68317 -0.89335 4.09022
H -2.56626 -0.79425 5.16012
H -3.41366 1.10149 3.86094
H -3.72296 0.89839 1.42023
H -3.20981 -1.24378 0.29949
H -2.34382 -3.13731 1.59903
H -2.58674 -3.61510 4.90792
H -1.52526 -4.05698 3.57192
H 0.93720 -3.85636 3.92294
H 1.54410 -2.87817 5.26212
H -0.27105 -1.83360 1.95972
H 1.01371 -3.05274 1.86229
H 2.68521 -1.33207 1.37675
H 1.33655 -1.20204 0.23418
O 0.13302 0.84985 1.39459
H -0.50998 0.27116 1.82126
H -0.81560 1.93819 -3.13515
H -3.91233 2.94445 -4.72598
H -2.47547 3.45661 -3.80761
```

---

The molecule C3H6N2O2 at a distorted geometry, computed with ωB97M-V/def2-TZVPD.

The value obtained for the energy relative to the best compared isomer or geometry (same formula, charge and spin) is 49.30 kcal/mol. The value obtained for the HOMO energy is -0.3585 Eh. The calculation puts the maximum force at 2.872 eV/Å. Its net charge is 0.

```
13
C3H6N2O2 | OMol25 | ωB97M-V/def2-TZVPD
O -0.60531 1.35415 1.35164
C -0.44084 0.20232 1.61382
C 0.67075 -0.72292 1.04170
N 0.80195 -0.53346 -0.43193
C 0.02065 -0.01743 -1.49955
N -0.47355 1.24280 -1.34485
O -0.07879 -0.55464 -2.58205
H -1.24419 -0.39819 2.13187
H 1.60376 -0.51688 1.53142
H 0.32556 -1.71505 1.32659
H 1.46333 -1.26103 -0.65686
H -1.28310 1.18180 -1.96498
H -0.76020 1.73853 -0.51683
```

---

A structure of composition C2H8N2O2 at a distorted geometry, computed with ωB97M-V/def2-TZVPD.

The value obtained for the energy relative to the best compared isomer or geometry (same formula, charge and spin) is 134.21 kcal/mol. The value obtained for the HOMO energy is -0.3343 Eh. The calculation puts the maximum force at 1.912 eV/Å. Its net charge is 0.

```
14
C2H8N2O2 | OMol25 | ωB97M-V/def2-TZVPD
C 0.89168 -0.53546 -0.05086
C -1.51778 -0.26158 -0.59271
N -0.57093 -0.37061 0.40012
N 1.33521 0.47570 -0.95254
O -0.28548 1.16498 1.25610
O 1.64530 -0.59628 1.10153
H -0.90421 1.04209 1.98581
H 1.36774 0.18999 1.61190
H 0.94067 -1.50826 -0.54561
H 0.95897 0.38633 -1.88615
H 1.16356 1.40312 -0.58131
H -2.54542 -0.24237 -0.24778
H -1.29968 0.25923 -1.52587
H -1.17962 -1.40689 0.02736
```